The following is a DFT calculation (ωB97M-V with the def2-TZVPD basis set) of an isolated molecule of C7H12N2O.

Each line ends with the natural charge from an NBO analysis.
Element x y z (Å)
C1 -0.317 -2.332 0.993  -0.61
C2 0.228 -0.918 0.978  -0.18
C3 1.625 -0.643 0.336  -0.40
C4 0.970 0.370 -0.602  0.12
C5 1.550 1.663 -1.075  -0.62
N1 -0.035 -0.367 -1.364  -0.60
C6 -0.384 0.082 -0.008  -0.02
C7 -1.446 1.069 0.302  0.64
N2 -2.653 0.977 -0.283  -0.83
O1 -1.455 1.694 1.382  -0.62
H1 -0.171 -2.817 0.018  0.22
H2 0.197 -2.935 1.756  0.21
H3 -1.392 -2.333 1.225  0.21
H4 0.195 -0.482 1.985  0.23
H5 2.333 -0.184 1.037  0.21
H6 2.103 -1.492 -0.173  0.21
H7 2.406 1.478 -1.739  0.22
H8 0.809 2.256 -1.629  0.21
H9 1.901 2.254 -0.219  0.23
H10 -0.437 0.244 -2.072  0.35
H11 -2.675 1.029 -1.292  0.40
H12 -3.351 1.390 0.445  0.43

Results
Total charge = 0
Relative energy (zero: lowest compared OMol25 entry of this formula, charge and spin) = 187.53 kJ/mol
LUMO = 0.027 Ha